1.
Entry from OMol25: the molecule C2H3Br2FSi in a non-equilibrium geometry (ωB97M-V with the def2-TZVPD basis set).

Each line ends with the Mulliken charge.
Atoms and positions in Å:
C  0.155  0.422  -0.357  -0.669
C  -0.673  -0.586  -0.235  -0.238
F  -3.044  0.181  -1.946  -0.205
Si  -2.872  -0.012  -0.375  0.705
Br  -4.230  -1.707  0.306  -0.231
Br  -3.519  1.938  0.299  -0.162
H  1.135  0.203  -0.199  0.280
H  -0.047  1.428  -0.704  0.217
H  -0.176  -1.582  -0.186  0.304

Values from the calculation:
energy above the lowest of the compared OMol25 structures with the same formula, charge and spin	126.9	kJ/mol
E_tot	-152805.0497	eV
F_max	0.071	Eh/bohr
gap between HOMO and LUMO	0.3750	Eh

***

2.
Entry from OMol25: a structure of composition C3H2ClF2O2 in a non-equilibrium geometry (ωB97M-V with the def2-TZVPD basis set).

Each line ends with the Mulliken charge.
Atoms and positions in Å:
C  1.332  0.024  -0.760  0.433
C  -0.717  -0.621  0.859  -0.471
C  -0.227  0.539  -0.604  0.473
O  1.445  -1.049  -1.281  -0.652
O  2.099  0.793  -0.223  -0.653
F  -2.044  -0.403  1.219  -0.277
F  -1.111  0.355  -1.582  -0.253
Cl  -0.438  2.173  0.055  -0.218
H  -0.037  -0.286  1.764  0.252
H  -0.302  -1.527  0.552  0.367

Values from the calculation:
energy above the lowest of the compared OMol25 structures with the same formula, charge and spin	126.9	kJ/mol
E_tot	-25196.0316	eV
total charge	-1
F_max	0.118	Eh/bohr
gap between HOMO and LUMO	0.3052	Eh

***

3.
Entry from OMol25: a structure of composition C36H37CoNOP2S2Si (ωB97M-V with the def2-TZVPD basis set).

Each line ends with the Mulliken charge.
Atoms and positions in Å:
Co  0.632  -0.362  -1.386  0.578
S  2.737  -0.668  1.501  -0.454
P  1.305  0.669  1.465  1.286
C  -0.084  0.192  0.492  -1.207
P  -1.513  -0.591  1.141  1.760
S  -1.285  -2.510  1.476  -0.504
C  -2.864  -0.205  -0.043  0.218
C  -2.617  0.205  -1.350  -0.248
C  -3.669  0.412  -2.235  -0.471
C  -4.976  0.211  -1.824  -0.573
C  -5.234  -0.195  -0.520  -0.565
C  -4.185  -0.400  0.362  -0.612
C  -2.198  0.256  2.616  0.245
C  -2.443  1.627  2.564  -0.068
C  -3.061  2.275  3.621  -0.666
C  -3.451  1.550  4.742  -0.511
C  -3.208  0.186  4.800  -0.604
C  -2.580  -0.460  3.742  -0.522
C  0.960  1.184  3.194  0.549
C  0.862  2.513  3.592  -0.158
C  0.676  2.836  4.932  -0.753
C  0.575  1.832  5.882  -0.461
C  0.661  0.502  5.490  -0.755
C  0.859  0.179  4.157  -0.321
C  1.799  2.254  0.693  0.318
C  0.829  3.152  0.249  0.083
C  1.198  4.385  -0.269  -0.593
C  2.544  4.720  -0.364  -0.651
C  3.514  3.819  0.054  -0.653
C  3.142  2.588  0.582  -0.923
H  -1.607  0.394  -1.687  0.012
H  -3.454  0.727  -3.249  0.436
H  -5.796  0.370  -2.514  0.362
H  -6.253  -0.353  -0.190  0.390
H  -4.394  -0.728  1.374  0.398
H  -2.155  2.188  1.680  0.138
H  -3.241  3.342  3.571  0.411
H  -3.939  2.053  5.568  0.370
H  -3.507  -0.381  5.674  0.407
H  -2.386  -1.525  3.767  0.385
H  0.942  3.309  2.864  0.342
H  0.611  3.876  5.229  0.406
H  0.430  2.084  6.925  0.377
H  0.576  -0.289  6.226  0.400
H  0.950  -0.856  3.850  0.307
H  -0.218  2.870  0.297  0.084
H  0.439  5.076  -0.615  0.401
H  2.835  5.678  -0.777  0.348
H  4.564  4.072  -0.035  0.392
H  3.884  1.866  0.907  0.395
N  4.239  0.748  -3.101  -0.395
C  3.001  0.662  -2.567  0.529
O  2.715  -0.303  -1.855  -0.621
C  2.019  1.769  -2.853  -0.395
C  0.580  1.259  -2.753  -1.152
H  4.927  0.063  -2.840  0.271
H  4.509  1.550  -3.640  0.182
H  2.294  2.246  -3.805  0.542
H  2.209  2.510  -2.074  -0.068
H  0.291  0.823  -3.717  0.702
H  -0.100  2.095  -2.559  0.315
C  0.017  -2.043  -4.450  -1.398
Si  -0.054  -2.344  -2.564  0.596
C  -1.773  -3.124  -2.368  -1.145
C  1.139  -3.833  -2.404  0.136
C  2.495  -3.673  -2.718  -0.115
C  3.390  -4.733  -2.670  -0.711
C  2.954  -5.996  -2.288  -0.365
C  1.620  -6.180  -1.952  -0.627
C  0.730  -5.111  -2.011  -0.129
H  -0.149  -2.990  -4.975  0.348
H  0.984  -1.641  -4.770  0.299
H  -0.757  -1.333  -4.764  0.306
H  -1.908  -3.944  -3.083  0.487
H  -2.552  -2.380  -2.556  0.212
H  -1.932  -3.504  -1.355  0.218
H  2.859  -2.686  -2.992  0.112
H  4.434  -4.574  -2.918  0.359
H  3.650  -6.826  -2.244  0.338
H  1.271  -7.158  -1.641  0.355
H  -0.306  -5.277  -1.737  0.292

Values from the calculation:
expectation value of S²	6.016
E_tot	-127225.3398	eV
total charge	-1
F_max	0.014	Eh/bohr
gap between HOMO and LUMO (spin up / spin down)	0.2208 / 0.2250	Eh
multiplicity	5